A cluster of 2 separate species, C11H18OP in total at a distorted geometry. Source: the OMol25 dataset; level of theory: the ωB97M-V functional and the def2-TZVPD basis.

Computed properties:
**Electronic energy**: -846.26586 Eh
**Energy relative to the best compared isomer or geometry (same formula, charge and spin)**: 0.0 kcal per mole
**Total charge**: +1
**E_HOMO**: -12.8 eV

Element x y z (Å)
C (3.774, -0.565, -0.077)
C (3.160, 0.137, 0.949)
C (3.041, -0.984, -1.177)
C (1.805, 0.405, 0.879)
C (1.686, -0.719, -1.258)
C (1.070, -0.014, -0.229)
C (-1.507, -2.393, 1.448)
C (-0.328, 3.024, 0.324)
C (-2.540, -0.586, -1.954)
C (-1.580, -0.978, 1.854)
C (-1.135, 2.046, -0.515)
O (-1.191, -0.540, -1.481)
P (-0.707, 0.270, -0.205)
H (4.827, -0.793, -0.018)
H (3.727, 0.463, 1.806)
H (3.527, -1.540, -1.966)
H (1.312, 0.936, 1.681)
H (1.109, -1.053, -2.106)
H (-0.510, -2.673, 1.114)
H (-1.727, -3.005, 2.330)
H (-2.236, -2.646, 0.683)
H (-0.461, 2.836, 1.386)
H (0.731, 2.965, 0.086)
H (-0.666, 4.035, 0.116)
H (-2.898, 0.402, -2.244)
H (-3.208, -1.008, -1.202)
H (-2.526, -1.236, -2.828)
H (-0.841, -0.630, 2.559)
H (-2.557, -0.528, 1.954)
H (-0.945, 2.197, -1.584)
H (-2.204, 2.173, -0.325)